Below is the molecule C4H3NO2 in a non-equilibrium geometry, with properties calculated with wB97M-V/def2-TZVPD.

Structure (ORCA input):
```
! wB97M-V def2-TZVPD RIJCOSX def2/J DEFGRID3
* xyz 0 1
O -2.737 0.285 -0.383
C -1.663 0.028 -0.847
C -0.435 -0.407 -0.069
C 0.373 0.582 0.547
C 1.596 0.015 0.691
O 1.635 -1.230 0.261
N 0.135 -1.552 -0.263
H -1.400 0.194 -1.912
H 0.041 1.561 0.838
H 2.456 0.524 1.136
*
```

Its SMILES is O=Cc1ccon1. The value obtained for the lowest unoccupied orbital energy is -0.1 eV. The calculation puts the largest force on an atom at 2.7 eV/Å. The calculation puts the molecular weight at 97.07 g mol⁻¹. The total energy comes out at -9778.6369 eV. For the HOMO-LUMO gap, the calculation gives 10.06 eV. The energy above the lowest of the compared OMol25 structures with the same formula, charge and spin comes out at 70.3 kcal per mole.

These are the Mulliken partial charges, in e, on atoms 1 to 2: O -0.4007; C 0.0083


Below is the molecule C4H3NO2 in a non-equilibrium geometry, with properties calculated with wB97M-V/def2-TZVPD.

Structure (ORCA input):
```
! wB97M-V def2-TZVPD RIJCOSX def2/J DEFGRID3
* xyz 0 1
O -0.757 -2.542 0.751
C -0.082 -1.731 0.288
C 0.864 -1.063 -0.379
N 0.970 0.201 -0.814
C 0.217 1.198 -0.492
C -0.857 1.175 0.470
O -1.331 0.153 0.936
H 1.716 -1.698 -0.628
H 0.466 2.144 -0.953
H -1.207 2.163 0.821
*
```

Its SMILES is O=C=C/N=C\C=O. The value obtained for the lowest unoccupied orbital energy is -0.6 eV. The calculation puts the largest force on an atom at 1.5 eV/Å. The calculation puts the molecular weight at 97.07 g mol⁻¹. The total energy comes out at -9779.3832 eV. For the HOMO-LUMO gap, the calculation gives 8.39 eV. The energy above the lowest of the compared OMol25 structures with the same formula, charge and spin comes out at 53.1 kcal per mole.

These are the Mulliken partial charges, in e, on atoms 1 to 2: O -0.3200; C 0.8401


Below is a cluster of 3 separate species, C4H3NO2 in total in a non-equilibrium geometry, with properties calculated with wB97M-V/def2-TZVPD.

Structure (ORCA input):
```
! wB97M-V def2-TZVPD RIJCOSX def2/J DEFGRID3
* xyz 0 1
C -0.045 -2.572 -0.620
C -0.246 -2.804 0.630
C 1.683 1.298 -0.742
C 0.180 -1.386 -1.068
N -1.127 0.485 0.713
O 1.299 2.110 -0.019
O 2.239 0.646 -1.506
H -1.634 1.143 0.091
H -1.757 -0.113 1.193
H -0.591 1.194 1.327
*
```

The value obtained for the lowest unoccupied orbital energy is -1.4 eV. The calculation puts the largest force on an atom at 3.6 eV/Å. The calculation puts the molecular weight at 97.07 g mol⁻¹. The total energy comes out at -9774.8683 eV. For the HOMO-LUMO gap, the calculation gives 8.70 eV. The energy above the lowest of the compared OMol25 structures with the same formula, charge and spin comes out at 157.2 kcal per mole.

These are the Mulliken partial charges, in e, on atoms 1 to 2: C -0.1903; C -0.0247


Below is the molecule C4H3NO2, with properties calculated with wB97M-V/def2-TZVPD.

Structure (ORCA input):
```
! wB97M-V def2-TZVPD RIJCOSX def2/J DEFGRID3
* xyz 0 1
O -1.035 -1.349 -0.863
C -1.120 -2.096 0.244
C -0.297 -0.277 -0.458
N -0.810 0.690 0.208
C 0.292 1.477 0.492
C 1.398 0.910 -0.033
O 1.013 -0.254 -0.664
H -2.062 -2.652 0.098
H 0.181 2.385 1.063
H 2.441 1.167 -0.088
*
```

The value obtained for the lowest unoccupied orbital energy is 0.0 eV. The calculation puts the largest force on an atom at 0.7 eV/Å. The calculation puts the molecular weight at 97.07 g mol⁻¹. The total energy comes out at -9777.2297 eV. For the HOMO-LUMO gap, the calculation gives 9.28 eV. The energy above the lowest of the compared OMol25 structures with the same formula, charge and spin comes out at 102.8 kcal per mole.

These are the Mulliken partial charges, in e, on atoms 1 to 2: O -0.2051; C -0.2642


Below is the molecule C4H3NO2 in a non-equilibrium geometry, with properties calculated with wB97M-V/def2-TZVPD.

Structure (ORCA input):
```
! wB97M-V def2-TZVPD RIJCOSX def2/J DEFGRID3
* xyz 0 1
N 0.419 -0.813 -2.249
C 0.391 -0.180 -1.282
C 0.108 0.385 0.035
C -1.439 0.131 -0.005
O -2.177 1.041 -0.259
C 1.139 -0.237 1.008
O 1.709 -1.268 0.774
H 0.197 1.474 0.098
H -1.776 -0.921 0.005
H 1.427 0.388 1.875
*
```

Its SMILES is N#CC(C=O)C=O. The value obtained for the lowest unoccupied orbital energy is -0.3 eV. The calculation puts the largest force on an atom at 1.2 eV/Å. The calculation puts the molecular weight at 97.07 g mol⁻¹. The total energy comes out at -9779.6454 eV. For the HOMO-LUMO gap, the calculation gives 10.57 eV. The energy above the lowest of the compared OMol25 structures with the same formula, charge and spin comes out at 47.1 kcal per mole.

These are the Mulliken partial charges, in e, on atoms 1 to 2: N -0.3967; C 0.1238


Below is the molecule C4H3NO2S in a non-equilibrium geometry, with properties calculated with wB97M-V/def2-TZVPD.

Structure (ORCA input):
```
! wB97M-V def2-TZVPD RIJCOSX def2/J DEFGRID3
* xyz 0 1
O 0.564 1.187 -1.908
C 0.298 0.387 -0.906
C 0.180 0.796 0.410
C -0.279 0.015 1.474
S -1.271 0.469 2.751
O -0.198 -1.302 1.039
C -0.214 -1.749 -0.280
N -0.083 -0.918 -1.304
H 0.944 2.017 -1.381
H 0.448 1.853 0.701
H -0.388 -2.755 -0.595
*
```

Its SMILES is Oc1cc(=S)ocn1. The value obtained for the lowest unoccupied orbital energy is -0.4 eV. The calculation puts the largest force on an atom at 5.0 eV/Å. The calculation puts the molecular weight at 129.14 g mol⁻¹. The total energy comes out at -20614.7817 eV. For the HOMO-LUMO gap, the calculation gives 8.21 eV. The energy above the lowest of the compared OMol25 structures with the same formula, charge and spin comes out at 52.4 kcal per mole.

These are the Mulliken partial charges, in e, on atoms 1 to 2: O -0.4572; C 0.8333


Below is the molecule C4H3NO3 in a non-equilibrium geometry, with properties calculated with wB97M-V/def2-TZVPD.

Structure (ORCA input):
```
! wB97M-V def2-TZVPD RIJCOSX def2/J DEFGRID3
* xyz 0 1
N 2.480 -1.406 0.342
C 1.467 -0.937 -0.109
C 0.441 -0.546 -0.845
O -0.078 0.714 -0.880
C -1.259 0.614 -0.101
C -1.536 -0.895 -0.085
O -2.461 -1.448 0.428
O -0.594 -1.496 -0.802
H 3.268 -1.755 -0.194
H -2.075 1.163 -0.575
H -1.100 0.982 0.919
*
```

Its SMILES is N=C=C1OCC(=O)O1. The value obtained for the lowest unoccupied orbital energy is 0.5 eV. The calculation puts the largest force on an atom at 2.1 eV/Å. The calculation puts the molecular weight at 113.07 g mol⁻¹. The total energy comes out at -11826.2824 eV. For the HOMO-LUMO gap, the calculation gives 9.45 eV. The energy above the lowest of the compared OMol25 structures with the same formula, charge and spin comes out at 75.0 kcal per mole.

These are the Mulliken partial charges, in e, on atoms 1 to 2: N -0.4566; C 0.6245


Below is a structure of composition C4H3NO3 in a non-equilibrium geometry, with properties calculated with wB97M-V/def2-TZVPD.

Structure (ORCA input):
```
! wB97M-V def2-TZVPD RIJCOSX def2/J DEFGRID3
* xyz 0 1
C 0.670 0.363 -1.033
C 1.065 -1.034 -0.377
C 0.178 -1.323 0.597
C -0.771 -0.104 0.825
H -0.987 2.442 0.867
H 1.704 -1.838 -0.982
H 0.425 -2.457 0.885
N -0.427 0.872 -0.113
O -1.000 2.003 -0.329
O 0.650 1.075 -2.074
O -1.507 0.002 1.733
*
```

The value obtained for the lowest unoccupied orbital energy is -0.9 eV. The calculation puts the largest force on an atom at 7.6 eV/Å. The calculation puts the molecular weight at 113.07 g mol⁻¹. The total energy comes out at -11823.7115 eV. For the HOMO-LUMO gap, the calculation gives 8.67 eV. The energy above the lowest of the compared OMol25 structures with the same formula, charge and spin comes out at 134.3 kcal per mole.

These are the Mulliken partial charges, in e, on atoms 1 to 2: C 0.4746; C -0.3837


Below is a cluster of 2 separate species, C4H3NO3 in total in a non-equilibrium geometry, with properties calculated with wB97M-V/def2-TZVPD.

Structure (ORCA input):
```
! wB97M-V def2-TZVPD RIJCOSX def2/J DEFGRID3
* xyz 0 1
C -0.418 0.353 0.120
C 0.820 -1.354 -0.022
C 1.705 -0.220 -0.116
C 0.915 0.962 0.084
H -3.575 0.728 0.563
H 1.192 -2.323 0.084
H 2.724 -0.447 -0.497
N -1.460 1.000 -0.019
O -2.618 0.162 -0.240
O -0.448 -0.966 0.083
O 1.163 2.105 -0.041
*
```

The value obtained for the lowest unoccupied orbital energy is -0.8 eV. The calculation puts the largest force on an atom at 6.6 eV/Å. The calculation puts the molecular weight at 113.07 g mol⁻¹. The total energy comes out at -11823.3352 eV. For the HOMO-LUMO gap, the calculation gives 8.82 eV. The energy above the lowest of the compared OMol25 structures with the same formula, charge and spin comes out at 142.9 kcal per mole.

These are the Mulliken partial charges, in e, on atoms 1 to 2: C 0.5766; C -0.1108